No. 1
11
Properties=species:S:1:pos:R:3:forces:R:3:lowdin_charge:R:1 method="wB97M-V/def2-TZVPD" total_energy_ev=-19032.5055 max_force_ev_per_a=3.7 spin_multiplicity=1 relative_energy_kcal_mol=150.9 e_homo_ev="-8.7 / -8.4" mol_weight_g_mol=116.1
C 0.211 0.340 -0.140 2.43 2.74 -0.24 -0.442
C -1.191 0.768 -0.252 -0.94 1.85 -1.97 -0.383
C -0.704 -0.701 1.724 -1.25 -1.23 1.95 -0.345
N 0.497 -0.472 -1.307 1.00 0.89 -0.17 0.095
N 0.405 -0.336 1.175 -0.96 -0.99 -1.30 -0.414
O 1.567 -0.616 1.551 0.57 0.38 -0.15 -0.058
S -2.013 -0.130 0.764 -1.21 -0.25 1.36 1.060
H 0.895 1.191 0.105 -0.33 -0.19 -1.18 0.178
H -1.665 1.560 -0.956 1.23 -1.66 1.18 0.127
H 0.613 -1.355 -0.874 0.24 -1.53 -0.22 0.075
H 1.385 -0.250 -1.791 -0.77 0.00 0.74 0.107

***

No. 2
14
Properties=species:S:1:pos:R:3:forces:R:3:lowdin_charge:R:1 method="wB97M-V/def2-TZVPD" total_energy_ev=-14095.8028 max_force_ev_per_a=3.7 spin_multiplicity=1 relative_energy_kcal_mol=36.2 e_homo_ev=-8.9 mol_weight_g_mol=100.2
C 1.437 0.364 -0.316 -2.64 -1.95 -1.67 -0.166
C 0.872 -0.960 0.297 -0.61 -1.01 -0.58 -0.209
C 0.524 1.334 0.404 1.13 1.86 -0.57 -0.210
N -0.438 -0.579 0.949 -0.03 -0.38 -1.08 -0.257
N -0.415 0.797 1.065 0.33 1.78 0.80 -0.133
Si -1.882 -0.276 -0.110 1.08 -1.65 -2.70 0.570
H 2.468 0.420 -0.147 1.43 0.46 0.32 0.073
H 1.268 0.245 -1.457 0.17 1.08 1.63 0.130
H 0.558 -1.769 -0.511 1.42 1.32 1.91 0.127
H 1.597 -1.242 1.122 -1.06 -0.50 -1.03 0.116
H 0.580 2.455 0.279 -0.11 -1.45 0.38 0.129
H -2.123 -1.651 -0.955 0.05 1.45 1.14 -0.064
H -1.398 0.746 -1.269 -0.89 -1.14 1.26 -0.019
H -3.048 0.117 0.648 -0.27 0.14 0.17 -0.087

***

No. 3
16
Properties=species:S:1:pos:R:3:forces:R:3:lowdin_charge:R:1 method="wB97M-V/def2-TZVPD" total_energy_ev=-27370.4501 charge=+1 max_force_ev_per_a=4.4 spin_multiplicity=1 relative_energy_kcal_mol=70.6 e_homo_ev="-12.8 / -12.7" mol_weight_g_mol=147.2
C 1.489 -0.570 0.325 1.68 -0.04 -0.21 -0.046
C -0.467 0.231 -0.429 -0.25 2.48 -1.74 -0.151
C 0.750 -1.623 1.077 0.11 1.46 2.07 -0.119
C -0.696 -1.154 1.346 -0.42 -1.86 3.97 -0.156
N 0.851 0.384 -0.287 1.06 -0.96 0.57 0.064
N -1.291 -0.395 0.307 3.60 0.84 0.31 0.103
P -0.462 2.538 -1.914 -0.78 -1.36 -2.19 0.330
S -0.977 4.345 -2.535 -0.31 -0.22 0.41 0.229
H 2.665 -0.598 0.340 -2.45 0.31 -0.18 0.178
H 0.823 -2.602 0.660 0.31 -0.73 -0.31 0.119
H 1.235 -1.575 2.132 -0.49 -0.67 -1.82 0.169
H -1.408 -2.006 1.461 0.92 0.32 0.30 0.149
H -0.648 -0.640 2.403 -0.62 -0.38 -2.27 0.173
H -2.218 -0.473 0.113 -3.24 -0.09 -0.77 0.130
H -0.540 1.611 -3.075 -0.39 0.87 1.11 -0.051
H 0.893 2.527 -1.926 1.27 0.02 0.75 -0.121

***

No. 4
21
Properties=species:S:1:pos:R:3:forces:R:3:lowdin_charge:R:1 method="wB97M-V/def2-TZVPD" total_energy_ev=-11432.1275 charge=-1 max_force_ev_per_a=5.1 spin_multiplicity=1 relative_energy_kcal_mol=60.2 e_homo_ev=-3.6 mol_weight_g_mol=121.2
C -0.125 -1.180 -0.122 -0.87 -2.01 -1.45 -0.362
N 0.794 -0.369 0.640 -0.32 -3.12 0.82 -0.039
C 2.170 -1.045 0.412 -0.47 -2.06 0.23 -0.496
O 2.869 -0.508 -0.539 0.85 0.79 -1.17 -0.248
C -1.582 -0.776 -0.125 -1.07 -1.35 -3.00 -0.291
N -1.853 0.565 -0.707 1.03 1.79 0.74 -0.134
C -2.771 1.428 0.099 -1.69 -0.18 -0.64 -0.167
H 0.238 -1.345 -1.204 -0.48 0.62 1.09 0.129
H -0.291 -2.285 0.161 1.09 1.48 0.51 0.113
H 0.714 0.542 0.258 0.81 0.96 -0.48 0.051
H 2.693 -1.153 1.402 -0.39 0.47 -0.16 0.082
H 1.937 -2.219 0.111 -0.03 2.13 0.87 0.112
H -2.082 -1.654 -0.852 0.95 2.21 1.45 0.136
H -2.087 -1.002 0.814 0.17 0.73 0.36 0.082
H -0.937 1.146 -0.878 -2.30 -1.94 0.52 0.136
H -3.285 0.826 0.917 0.77 0.80 -0.93 0.076
H -2.285 2.298 0.507 0.61 0.06 0.68 0.040
H -3.632 1.982 -0.476 1.30 -1.53 0.36 0.076
H 3.300 0.831 -0.390 0.68 0.72 0.21 -0.001
H 2.698 2.026 0.148 -4.45 1.48 2.01 -0.113
O 3.514 1.892 -0.177 3.81 -2.04 -2.03 -0.181

***

No. 5
118
Properties=species:S:1:pos:R:3:forces:R:3:lowdin_spin:R:1 method="wB97M-V/def2-TZVPD" total_energy_ev=-114725.5445 charge=-2 max_force_ev_per_a=0.6 spin_multiplicity=2 relative_energy_kcal_mol=0.0 e_homo_ev="-1.2 / -1.4" mol_weight_g_mol=1154.5
Pb -1.361 -0.685 0.988 -0.04 0.10 0.05 0.057
C -1.860 -4.724 2.311 -0.03 -0.05 -0.06 0.000
C -0.474 -4.934 1.779 -0.01 -0.08 0.01 0.000
C -0.127 -6.061 1.046 0.00 -0.02 0.01 0.000
C 1.141 -6.204 0.501 -0.01 0.03 0.02 0.000
C 2.085 -5.207 0.686 -0.02 0.00 0.00 0.000
C 1.779 -4.068 1.422 0.07 -0.05 -0.10 0.000
C 2.772 -2.952 1.588 0.02 -0.01 -0.04 0.000
C 0.504 -3.961 1.967 -0.13 0.27 0.16 0.000
N 0.161 -2.766 2.657 0.20 -0.03 0.28 0.006
C 0.415 -2.653 3.893 -0.14 0.26 0.08 0.001
C 1.006 -3.739 4.765 -0.02 -0.03 -0.15 0.000
C 0.100 -1.331 4.589 0.01 -0.22 -0.24 0.001
C 0.530 -1.210 6.033 -0.08 0.12 -0.05 0.000
N -0.479 -0.427 3.919 0.10 -0.09 0.18 0.006
C -0.811 0.825 4.493 0.09 -0.29 -0.15 0.001
C 0.035 1.906 4.251 0.03 0.09 0.04 0.000
C 1.259 1.727 3.398 0.00 0.01 0.02 0.001
C -0.312 3.142 4.783 0.05 -0.04 0.10 0.000
C -1.481 3.298 5.510 0.04 -0.05 0.03 0.000
C -2.322 2.212 5.701 -0.01 0.00 0.05 0.000
C -2.009 0.956 5.195 -0.02 0.07 0.07 0.000
C -2.931 -0.218 5.350 -0.01 0.01 0.02 0.000
H -2.458 -5.628 2.190 0.00 0.00 0.00 0.000
H -2.358 -3.900 1.788 0.03 0.03 0.00 0.000
H -1.856 -4.447 3.368 0.00 -0.02 0.03 0.000
H -0.882 -6.820 0.875 0.00 -0.02 -0.01 0.000
H 1.382 -7.077 -0.094 0.00 -0.01 -0.01 0.000
H 3.066 -5.291 0.231 0.01 -0.01 -0.01 0.000
H 3.572 -3.041 0.852 0.01 -0.01 0.01 0.000
H 3.228 -2.955 2.583 -0.02 0.02 0.02 0.000
H 2.289 -1.983 1.449 -0.03 0.01 -0.02 0.000
H 1.143 -4.652 4.192 0.01 -0.02 -0.01 0.000
H 0.347 -3.947 5.610 -0.01 -0.01 -0.01 0.000
H 1.971 -3.434 5.174 0.00 0.01 -0.01 0.000
H 1.605 -1.373 6.127 0.00 0.01 -0.01 0.000
H 0.035 -1.961 6.652 -0.02 0.00 0.00 0.000
H 0.287 -0.224 6.422 -0.01 0.02 -0.01 0.000
H 1.957 1.006 3.832 0.01 -0.01 0.02 0.000
H 1.779 2.675 3.269 0.00 0.01 -0.01 0.000
H 0.982 1.345 2.412 -0.03 0.00 -0.02 0.001
H 0.330 3.994 4.588 -0.01 0.01 -0.01 0.000
H -1.752 4.272 5.899 -0.01 0.01 -0.02 0.000
H -3.255 2.336 6.240 0.00 0.01 0.00 0.000
H -3.796 0.056 5.956 -0.02 0.00 -0.01 0.000
H -2.434 -1.066 5.828 0.02 0.00 0.06 0.000
H -3.269 -0.570 4.367 0.02 0.02 -0.03 0.000
S -3.559 -1.293 1.834 0.05 -0.23 0.06 0.025
Cl -0.862 -2.663 -0.746 0.00 -0.09 -0.06 0.001
C -1.403 4.830 -0.425 0.08 0.02 -0.01 0.001
N -2.788 4.468 -0.227 -0.11 0.00 -0.10 0.003
C -3.695 5.582 -0.423 -0.02 -0.02 -0.03 0.000
C -3.095 3.608 0.827 0.04 0.12 0.07 0.002
S -2.110 3.492 2.181 -0.03 -0.06 -0.23 0.000
N -4.247 2.943 0.679 -0.10 -0.11 -0.05 0.002
C -4.923 2.793 -0.607 0.20 0.18 0.17 0.013
C -4.740 2.054 1.723 0.02 0.10 0.02 0.000
H -1.338 5.336 -1.388 0.06 0.06 -0.06 0.000
H -0.785 3.936 -0.474 0.00 -0.03 0.05 0.000
H -1.031 5.491 0.369 0.02 0.00 -0.03 0.000
H -3.375 6.453 0.168 0.01 0.01 0.01 0.000
H -4.702 5.319 -0.113 -0.01 -0.01 0.00 0.000
H -3.722 5.872 -1.477 0.02 0.00 0.00 0.000
H -4.225 3.021 -1.407 -0.02 0.00 -0.06 0.010
H -5.793 3.457 -0.671 -0.05 -0.05 -0.02 0.001
H -5.244 1.759 -0.709 0.01 -0.03 0.04 0.001
H -4.381 2.395 2.691 -0.02 -0.02 -0.02 0.000
H -4.377 1.033 1.552 -0.07 0.00 0.10 0.000
H -5.830 2.072 1.700 -0.07 -0.03 -0.02 0.000
S -2.059 1.032 -1.405 0.15 0.51 0.34 0.423
C -4.186 -0.922 -2.077 0.06 -0.07 -0.07 -0.004
C -3.032 -0.742 -3.042 0.33 0.25 0.28 0.038
O -2.970 -1.391 -4.076 -0.16 -0.22 -0.34 0.112
N -2.040 0.203 -2.800 -0.39 -0.12 -0.38 0.289
Te 0.138 -0.508 -4.199 0.36 -0.14 0.05 0.005
C 2.167 -1.137 -4.738 -0.21 -0.08 -0.18 0.002
C 3.114 -0.314 -5.354 0.01 0.09 0.00 0.000
C 2.817 1.116 -5.721 0.00 -0.01 -0.04 0.000
C 4.391 -0.804 -5.636 0.03 -0.04 0.03 0.000
C 4.759 -2.101 -5.322 0.01 0.04 -0.03 0.000
C 6.147 -2.613 -5.608 0.01 0.00 0.00 0.000
C 3.807 -2.920 -4.728 0.00 -0.03 0.01 0.000
C 2.525 -2.464 -4.439 -0.09 -0.15 0.00 0.000
C 1.558 -3.419 -3.776 0.11 0.04 0.01 0.001
C 0.985 1.128 -3.147 -0.18 -0.10 0.00 -0.001
C 1.897 0.893 -2.116 0.09 -0.06 0.17 0.001
C 2.256 -0.490 -1.645 0.00 0.02 -0.01 0.000
C 2.479 1.980 -1.462 -0.01 0.03 -0.01 0.000
C 2.172 3.288 -1.796 0.02 -0.05 0.00 0.000
C 2.788 4.452 -1.066 0.01 0.02 0.00 0.000
C 1.252 3.495 -2.813 -0.04 0.05 0.01 0.000
C 0.641 2.441 -3.482 -0.01 0.13 -0.08 0.000
C -0.385 2.769 -4.530 -0.10 0.00 0.09 0.000
H -4.753 -1.792 -2.401 -0.02 -0.02 0.00 0.000
H -4.827 -0.037 -2.114 0.01 0.01 0.02 -0.001
H -3.864 -1.048 -1.042 -0.01 -0.02 -0.05 0.000
H 1.761 1.248 -5.952 -0.01 -0.01 -0.03 0.000
H 3.412 1.420 -6.585 0.03 0.01 -0.01 0.000
H 3.047 1.793 -4.894 0.00 0.00 0.02 0.000
H 5.112 -0.148 -6.115 0.01 0.01 -0.01 0.000
H 6.695 -1.921 -6.249 0.00 0.01 -0.01 0.000
H 6.119 -3.585 -6.106 -0.01 0.00 0.00 0.000
H 6.723 -2.738 -4.688 0.00 0.00 0.01 0.000
H 4.068 -3.944 -4.477 0.00 -0.02 -0.01 0.000
H 1.934 -4.442 -3.841 0.02 -0.02 0.04 0.000
H 0.568 -3.389 -4.227 -0.01 -0.02 -0.05 0.000
H 1.405 -3.167 -2.723 -0.03 0.00 -0.03 0.000
H 1.358 -1.102 -1.525 -0.01 -0.03 0.02 0.000
H 2.767 -0.433 -0.684 0.02 -0.01 0.05 0.000
H 2.914 -0.999 -2.357 -0.04 0.06 0.10 0.000
H 3.180 1.786 -0.656 0.00 0.01 0.03 0.000
H 3.524 4.112 -0.337 0.01 -0.01 0.01 0.000
H 2.028 5.025 -0.529 -0.01 -0.01 0.01 0.000
H 3.286 5.136 -1.757 0.00 0.00 0.00 0.000
H 0.985 4.511 -3.088 -0.02 0.05 0.00 0.000
H -0.279 3.808 -4.849 -0.04 0.03 -0.01 0.000
H -1.392 2.623 -4.124 0.07 -0.03 -0.01 0.000
H -0.302 2.113 -5.397 0.01 0.00 -0.01 0.000